Record 1
Below is a molecular structure, C32H39BrCl2N8O3OsS2 at a distorted geometry, with properties calculated with ωB97M-V with the def2-TZVPD basis set.

Element x y z (Å)
Os 0.4564 -0.1864 -0.3562
Cl 2.8203 -1.2266 -1.5327
C 2.2907 -2.7446 -2.1563
C 3.1997 -3.5432 -2.8231
C 2.7852 -4.7616 -3.3445
C 1.4801 -5.1928 -3.1813
C 0.5756 -4.3923 -2.5073
Cl -1.0379 -4.9106 -2.3020
C 0.9552 -3.1388 -1.9819
S -0.2727 -2.2405 -1.1562
H 4.2262 -3.2236 -2.9282
H 3.4873 -5.3714 -3.8875
H 1.1597 -6.1440 -3.5761
N -0.5039 -0.3122 3.1134
C 0.7754 -0.6386 3.0644
S 1.4834 -1.2111 1.6052
N 1.5711 -0.5683 4.1274
C 1.1854 -0.1355 5.4213
C 0.3856 0.9926 5.5903
C -0.0517 1.3378 6.8567
C 0.3151 0.5748 7.9516
C 1.1769 -0.4984 7.7865
C 1.6214 -0.8551 6.5266
H -1.0870 -0.4020 2.2710
H -0.9383 -0.0893 3.9979
H 2.4970 -0.9690 4.0368
H 0.1402 1.6207 4.7452
H -0.6837 2.2021 6.9820
H -0.0607 0.8266 8.9293
H 1.4936 -1.0713 8.6410
H 2.2886 -1.6940 6.3957
C -2.0954 -3.0324 1.4117
N -3.0575 -2.2519 0.6677
C -4.2706 -2.9615 0.3074
C -5.4108 -1.9987 0.0240
C -4.9205 -0.9104 -0.9170
N -3.7341 -0.2854 -0.3657
C -3.5309 1.1070 -0.6817
C -2.8201 -0.9710 0.3345
O -1.7558 -0.3996 0.7372
H -1.1059 -2.5928 1.3083
H -2.0688 -4.0411 0.9955
H -2.3641 -3.0914 2.4709
H -4.5297 -3.6139 1.1459
H -4.0769 -3.5923 -0.5680
H -5.7546 -1.5485 0.9564
H -6.2417 -2.5418 -0.4203
H -5.6865 -0.1429 -1.0399
H -4.6854 -1.3260 -1.9012
H -3.6159 1.2561 -1.7577
H -2.5360 1.4081 -0.3564
H -4.2778 1.7196 -0.1692
C 2.0981 2.0254 1.4245
N 1.3469 1.8536 0.1437
C 0.2843 2.9080 0.1180
N 0.8464 4.2262 0.2658
C 1.5637 4.3258 1.5305
N 2.6466 3.3492 1.5646
C 3.5749 3.6211 0.4724
N 2.8623 3.5217 -0.7910
C 2.3253 2.2002 -0.9458
C 1.7811 4.4953 -0.8209
H 2.9165 1.2980 1.4434
H 1.4200 1.8440 2.2655
H -0.4197 2.7263 0.9385
H -0.2510 2.8458 -0.8366
H 0.8761 4.1344 2.3592
H 1.9693 5.3333 1.6377
H 4.3847 2.8880 0.4888
H 3.9979 4.6209 0.5796
H 3.1443 1.4744 -0.9094
H 1.8134 2.1380 -1.9107
H 1.2559 4.4255 -1.7755
H 2.1942 5.4971 -0.7018
Br -1.6989 1.4849 -8.1855
C -0.5260 0.8634 -6.8140
C 0.7919 0.5594 -7.1324
C 1.6544 0.1684 -6.1260
C 1.2118 0.0953 -4.8182
C -0.1218 0.3609 -4.5154
C -1.0039 0.7399 -5.5161
C -0.5499 0.1684 -3.0924
O -1.5414 -0.4669 -2.7636
O 0.2759 0.6650 -2.2396
H 1.1403 0.6513 -8.1477
H 2.6781 -0.0652 -6.3610
H 1.8977 -0.1688 -4.0288
H -2.0343 0.9693 -5.2914

The value obtained for the HOMO-LUMO gap (spin up / spin down) is 4.49 / 4.49 eV. The calculation puts the HOMO energy (spin up / spin down) at -0.4752 / -0.4752 Eh. The net charge is +2.

Record 2
Below is 5 unconnected molecules or ions with the total composition C32H39BrN2O10S at a distorted geometry, with properties calculated with ωB97M-V with the def2-TZVPD basis set.

Element x y z (Å)
O -0.9965 1.2710 3.1405
N -0.5885 0.1880 2.7257
O -1.6487 -0.6147 2.3914
C -1.8622 -0.3652 0.9572
C -1.6194 -1.6722 -0.0136
C -2.6441 -1.9095 -1.3023
C -2.4458 -3.1609 -2.3489
C -1.1986 -4.2374 -2.0963
C -0.1367 -4.0533 -0.8254
C -0.3960 -2.7451 0.1842
S 0.9008 -2.5830 1.5791
C 2.5158 -3.0259 0.6576
C 3.9106 -2.2010 0.9110
C 5.2546 -2.5973 0.0494
C 5.1025 -3.8184 -1.0564
C 6.4677 -4.1546 -1.9447
C 7.3306 -2.8173 -2.3365
C 6.5636 -1.7553 -3.3216
Br 5.0255 -2.5078 -4.3541
C 3.7091 -4.6660 -1.2898
C 2.3449 -4.2844 -0.4313
N 1.0020 -5.0239 -0.6076
H -2.9112 0.1160 0.7367
H -1.0551 0.4443 0.6180
H -3.5034 -1.0995 -1.4504
H -3.1613 -3.3128 -3.2881
H -1.1080 -5.1129 -2.8865
H 3.8797 -1.3333 1.7143
H 6.2323 -1.9931 0.2683
H 7.1676 -4.8675 -1.3107
H 6.1510 -4.8021 -2.8960
H 7.6585 -2.1962 -1.3710
H 8.3616 -3.1325 -2.8482
H 7.3714 -1.4097 -4.1298
H 6.2906 -0.7551 -2.7311
H 3.7141 -5.5366 -2.0722
H 1.1085 -5.5932 -1.4948
O -5.8215 -0.6873 0.3276
C -5.9948 0.1551 1.1928
C -6.1143 -0.1194 2.6613
C -6.6954 1.1722 3.1784
C -6.1632 2.1879 2.2017
O -6.0652 1.4980 0.9566
H -5.1188 -0.3107 3.0713
H -6.7808 -0.9638 2.8517
H -6.4254 1.3894 4.2153
H -7.7897 1.1341 3.1146
H -5.1678 2.5501 2.4796
H -6.8355 3.0444 2.0968
O -8.4567 3.7890 3.8840
C -8.3831 4.8247 3.2436
C -8.5292 6.2062 3.8059
C -8.7430 7.0328 2.5631
C -7.9937 6.2525 1.5150
O -8.1111 4.8857 1.9070
H -7.6058 6.4809 4.3234
H -9.3855 6.2685 4.4814
H -8.3978 8.0655 2.6597
H -9.8114 7.0547 2.3161
H -6.9313 6.5160 1.4808
H -8.4249 6.3888 0.5189
O -2.8264 6.3993 5.4757
C -1.8049 5.7996 5.1840
C -1.7409 4.5152 4.4143
C -0.3331 4.0508 4.6899
C 0.4068 5.3462 4.8982
O -0.5453 6.2343 5.4818
H -1.8993 4.7263 3.3531
H -2.4789 3.7983 4.7814
H 0.0898 3.4373 3.8899
H -0.3155 3.4607 5.6143
H 0.7580 5.7805 3.9563
H 1.2597 5.2251 5.5725
O 9.3954 -1.9796 -5.5315
C 8.9736 -2.9209 -6.1827
C 9.0844 -3.0677 -7.6701
C 8.0862 -4.1611 -7.9555
C 8.1021 -4.9633 -6.6806
O 8.3658 -4.0186 -5.6444
H 10.1038 -3.3708 -7.9244
H 8.8179 -2.1384 -8.1789
H 8.3288 -4.7549 -8.8407
H 7.0926 -3.7214 -8.1048
H 8.8948 -5.7188 -6.6747
H 7.1425 -5.4549 -6.4959

As for the SMILES: O=NOCc1cccc2c1Sc1ccc(CCCBr)cc1N2.O=C1CCCO1.O=C1CCCO1.O=C1CCCO1.O=C1CCCO1. The value obtained for the HOMO-LUMO gap is 6.83 eV. The calculation puts the HOMO energy at -0.2778 Eh. The net charge is 0.

Record 3
Below is a molecular structure, C32H39CuGe2N4Se at a distorted geometry, with properties calculated with ωB97M-V with the def2-TZVPD basis set.

Element x y z (Å)
Cu -0.1652 0.1074 -0.0081
C 2.0596 -0.9795 4.2753
C 1.8207 -0.5516 2.8208
Ge -0.0710 -0.2671 2.3914
C -0.8039 1.3174 3.3055
C -0.8298 1.1543 4.8315
C -1.1183 -1.7505 3.0484
C -1.7506 -2.5340 2.1780
Ge -1.4084 -1.9993 0.3262
C -0.4315 -3.3073 -0.7496
C -1.0417 -4.7142 -0.8459
C -2.9066 -1.1911 -0.6732
C -4.1291 -2.0815 -0.9434
C -2.5930 -3.7128 2.5419
C -3.2683 -4.4450 1.5682
C -4.0498 -5.5471 1.8919
C -4.1723 -5.9381 3.2150
C -3.5041 -5.2231 4.2029
C -2.7225 -4.1299 3.8703
H 3.0965 -1.2923 4.4154
H 1.4239 -1.8208 4.5608
H 1.8709 -0.1671 4.9763
H 2.1811 -1.3232 2.1363
H 2.3665 0.3644 2.5820
H -1.8244 1.4437 2.9356
H -0.2346 2.2093 3.0289
H -1.2978 0.2170 5.1375
H -1.4012 1.9655 5.2873
H 0.1720 1.1835 5.2610
H -1.2217 -1.9206 4.1238
H 0.5752 -3.3644 -0.3275
H -0.3408 -2.8642 -1.7432
H -1.1051 -5.1999 0.1278
H -0.4197 -5.3411 -1.4890
H -2.0438 -4.7026 -1.2801
H -2.4746 -0.8630 -1.6228
H -3.2064 -0.2939 -0.1263
H -3.8619 -2.9871 -1.4931
H -4.8619 -1.5430 -1.5481
H -4.6245 -2.3796 -0.0216
H -3.1869 -4.1529 0.5312
H -4.5563 -6.0993 1.1090
H -4.7804 -6.7948 3.4776
H -3.5909 -5.5230 5.2403
H -2.2034 -3.5994 4.6599
C 2.1970 -2.4867 -4.3966
C 1.2735 -1.6587 -5.0322
C 0.5080 -0.7697 -4.2982
C 0.6736 -0.7159 -2.9173
C 1.5799 -1.5510 -2.2800
C 2.3504 -2.4310 -3.0216
N -0.0616 0.1756 -2.0598
N -0.6764 1.0730 -2.6231
C -1.3531 1.9897 -1.7579
C -2.1772 2.9088 -2.3667
C -2.8142 3.8520 -1.5718
C -2.5817 3.8454 -0.2107
C -1.7321 2.8854 0.3185
N -1.1339 1.9628 -0.4370
H 2.7896 -3.1841 -4.9782
H 1.1526 -1.7062 -6.1065
H -0.2193 -0.1271 -4.7768
H 1.6782 -1.4935 -1.2026
H 3.0633 -3.0779 -2.5257
H -2.3029 2.8714 -3.4411
H -3.4725 4.5872 -2.0151
H -3.0421 4.5765 0.4414
H -1.5198 2.8555 1.3775
Se 2.4395 1.3646 -0.2445
C 4.1806 0.6785 -0.1229
C 4.4247 -0.6343 0.2760
C 5.7411 -1.0650 0.3401
N 6.7867 -0.2870 0.0379
C 6.5388 0.9706 -0.3441
C 5.2582 1.5020 -0.4426
H 3.6129 -1.3011 0.5350
H 5.9702 -2.0796 0.6499
H 7.4031 1.5816 -0.5839
H 5.1037 2.5260 -0.7576

As for the multiplicity: 2. The value obtained for the HOMO-LUMO gap (spin up / spin down) is 6.65 / 5.60 eV. The expectation value of S² is 0.764. The calculation puts the HOMO energy (spin up / spin down) at -0.3953 / -0.3953 Eh. The net charge is +1.

Record 4
Below is a molecular structure, C32H39LaN8S, with properties calculated with ωB97M-V with the def2-TZVPD basis set.

Element x y z (Å)
La -0.4249 -0.2679 -0.0029
C -2.3020 2.2864 2.0738
N -2.5756 1.2145 1.1234
C -3.3500 0.1154 1.7754
C -2.9490 -1.3138 1.3603
C -4.0058 -2.2701 1.8535
C -3.6980 -3.2898 2.6588
C -2.3345 -3.5068 3.1137
C -1.4000 -2.6296 2.6715
N -1.5893 -1.5645 1.8554
C -3.2986 1.7712 -0.0209
C -2.4208 2.6630 -0.8687
C -2.9927 3.4487 -1.8628
C -2.1853 4.2587 -2.6349
C -0.8198 4.2830 -2.3832
C -0.3327 3.4664 -1.3857
N -1.1050 2.6581 -0.6467
C -1.1424 2.0096 2.9948
C -1.0752 2.6882 4.2099
C -0.0286 2.4403 5.0699
C 0.9200 1.4950 4.7068
C 0.7748 0.8706 3.4874
N -0.2177 1.1238 2.6236
H -3.1907 2.4817 2.6872
H -2.0847 3.2113 1.5394
H -4.4249 0.2667 1.6205
H -3.1574 0.1696 2.8480
H -5.0111 -2.1229 1.4759
H -4.4796 -3.9769 2.9673
H -2.0684 -4.3101 3.7846
H -0.3825 -2.7762 3.0316
H -4.2152 2.3000 0.2809
H -3.6214 0.9290 -0.6320
H -4.0638 3.4117 -2.0179
H -2.6126 4.8729 -3.4181
H -0.1471 4.9093 -2.9532
H 0.7297 3.4486 -1.1648
H -1.8596 3.3890 4.4699
H 0.0378 2.9565 6.0198
H 1.7455 1.2349 5.3549
H 1.4805 0.1058 3.1927
C 0.7769 -3.4432 -0.2682
C 1.4481 -3.3075 1.0936
N 1.5541 -1.9091 1.5455
C 2.9134 -1.3733 1.6856
C 3.1286 -0.0167 1.0217
N 2.4777 0.0810 -0.2818
C 3.0800 -0.7355 -1.3490
C 2.5945 -2.1817 -1.3845
N 1.1564 -2.3289 -1.1435
H -0.3112 -3.4142 -0.1509
H 1.0274 -4.4246 -0.6881
H 2.4465 -3.7484 1.0759
H 0.8714 -3.8892 1.8104
H 1.0190 -1.7876 2.3939
H 3.6086 -2.0937 1.2554
H 3.2029 -1.2862 2.7371
H 4.2094 0.1604 0.9498
H 2.7227 0.7804 1.6463
H 2.5302 1.0483 -0.5848
H 4.1754 -0.7316 -1.2725
H 2.8270 -0.2619 -2.2916
H 3.1329 -2.7901 -0.6594
H 2.8624 -2.5844 -2.3634
H 0.6567 -2.3996 -2.0218
S -2.8826 -1.4403 -0.5360
C -0.6003 -0.0186 -2.6978
C 0.5762 0.0721 -3.5185
C 1.3181 1.2723 -3.6857
C 2.5096 1.3145 -4.3797
C 3.0412 0.1590 -4.9606
C 2.3045 -1.0230 -4.8760
C 1.1067 -1.0585 -4.1917
C 4.3162 0.1860 -5.6448
N 5.3387 0.1867 -6.1735
H -1.2148 -0.8905 -2.9288
H -1.2188 0.8840 -2.7183
H 0.9213 2.1874 -3.2657
H 3.0457 2.2506 -4.4825
H 2.6733 -1.9151 -5.3691
H 0.5325 -1.9804 -4.1866

The value obtained for the HOMO-LUMO gap is 5.63 eV. The calculation puts the HOMO energy at -0.2102 Eh. The net charge is 0.

Record 5
Below is a molecular structure, C32H40BrClCoN2O2S at a distorted geometry, with properties calculated with ωB97M-V with the def2-TZVPD basis set.

Element x y z (Å)
Co -0.9138 -0.0439 0.2110
C 4.9714 4.3179 -0.8559
C 4.2012 4.7540 0.4015
C 4.9738 4.3193 1.6576
C 4.0653 6.2775 0.4000
C 2.8651 4.0427 0.4086
C 2.8560 2.6455 0.4131
C 1.6643 1.9868 0.4179
Br 1.6152 0.0635 0.3641
C 0.3865 2.6076 0.4256
O -0.6552 1.8565 0.4210
C 0.3975 4.0398 0.4161
C 1.6278 4.6808 0.4054
C -0.8503 4.9186 0.4127
C -0.8295 5.8098 1.6675
C -2.1669 4.1422 0.4173
C -0.8314 5.7983 -0.8514
H 5.9308 4.8264 -0.9041
H 4.4039 4.5612 -1.7513
H 5.1565 3.2477 -0.8541
H 5.9332 4.8273 1.7053
H 5.1579 3.2490 1.6557
H 4.4061 4.5630 2.5527
H 5.0554 6.7270 0.4003
H 3.5386 6.6281 1.2846
H 3.5398 6.6275 -0.4857
H 3.7606 2.0625 0.4013
H 1.6188 5.7572 0.3899
H -0.8275 5.1948 2.5652
H -1.7166 6.4386 1.6830
H 0.0419 6.4579 1.6913
H -2.2411 3.4935 1.2867
H -2.2695 3.5473 -0.4862
H -2.9976 4.8451 0.4464
H 0.0367 6.4507 -0.8806
H -1.7212 6.4232 -0.8730
H -0.8246 5.1771 -1.7454
Cl -3.6738 -2.8402 -0.6580
C -3.0613 -1.5448 -1.6134
C -2.8728 -1.7515 -2.9599
C -2.4331 -0.7122 -3.7716
C -2.2251 0.5527 -3.2294
C -2.4013 0.7695 -1.8826
C -2.8055 -0.2811 -0.9921
C -3.0128 -0.0445 0.3944
H -3.0811 -2.7214 -3.3817
H -2.2715 -0.8878 -4.8220
H -1.9426 1.3741 -3.8736
H -2.2953 1.7688 -1.4839
H -3.5306 -0.7951 0.9746
H -3.1747 0.9790 0.7118
C 1.4845 -3.7334 3.5780
C 0.1172 -3.9326 4.2219
C -1.0229 -3.4100 3.3419
N -1.2333 -4.2637 2.1971
C -0.9820 -3.9790 0.9207
S -0.3350 -2.5141 0.4074
N -1.1743 -5.0121 0.0527
C -1.1627 -4.9477 -1.3455
O -0.9958 -3.9119 -1.9358
C -1.3205 -6.2795 -1.9686
C -0.6776 -6.4994 -3.1855
C -0.6991 -7.7553 -3.7657
C -1.3812 -8.7907 -3.1473
C -2.0705 -8.5666 -1.9652
C -2.0410 -7.3161 -1.3746
H 2.2643 -4.0882 4.2472
H 1.6572 -2.6790 3.3735
H 1.5622 -4.2820 2.6414
H 0.0825 -3.4049 5.1764
H -0.0487 -4.9944 4.4254
H -0.8002 -2.4019 2.9866
H -1.9561 -3.3948 3.9119
H -1.5353 -5.2037 2.4262
H -1.3721 -5.9252 0.4481
H -0.1462 -5.6812 -3.6448
H -0.1702 -7.9283 -4.6907
H -1.3846 -9.7755 -3.5902
H -2.6218 -9.3666 -1.4936
H -2.6141 -7.1477 -0.4732

As for the multiplicity: 5. The value obtained for the HOMO-LUMO gap (spin up / spin down) is 7.35 / 4.87 eV. The expectation value of S² is 6.044. The calculation puts the HOMO energy (spin up / spin down) at -0.3690 / -0.3640 Eh. The net charge is +1.

Record 6
Below is a molecular structure, C32H41AgN2PS2, with properties calculated with ωB97M-V with the def2-TZVPD basis set.

Element x y z (Å)
Ag 0.2468 -1.4674 -1.3759
S 1.9211 -0.1668 -2.7864
C 1.0212 1.1940 -2.3853
N 1.5381 2.4069 -2.2530
C 0.6852 3.5268 -1.8358
C -0.2078 3.0474 -0.7336
N -1.0082 1.9326 -1.2524
C -2.4024 1.8919 -0.7807
C -3.1859 3.0731 -1.2985
C -3.7484 3.9928 -0.4217
C -4.4637 5.0813 -0.9089
C -4.6106 5.2570 -2.2766
C -4.0475 4.3405 -3.1582
C -3.3391 3.2519 -2.6718
C -0.4937 1.0639 -2.1133
S -1.3916 -0.1017 -2.9240
C 2.9735 2.7108 -2.4086
C 3.5609 3.1620 -1.0932
C 4.0998 4.4321 -0.9375
C 4.6304 4.8240 0.2872
C 4.6161 3.9484 1.3623
C 4.0756 2.6751 1.2123
C 3.5533 2.2843 -0.0109
H 0.0906 3.8843 -2.6790
H 1.3238 4.3343 -1.4891
H -0.8923 3.8365 -0.4317
H 0.3779 2.7356 0.1352
H -2.3762 1.8992 0.3107
H -2.8375 0.9560 -1.1118
H -3.6330 3.8556 0.6489
H -4.9033 5.7903 -0.2185
H -5.1669 6.1038 -2.6578
H -4.1695 4.4695 -4.2263
H -2.9142 2.5283 -3.3616
H 3.0838 3.4768 -3.1781
H 3.4634 1.8106 -2.7588
H 4.1140 5.1173 -1.7795
H 5.0558 5.8133 0.3978
H 5.0307 4.2526 2.3147
H 4.0769 1.9834 2.0454
H 3.1515 1.2820 -0.1369
C -1.0197 -0.6070 1.7577
C 0.0149 -1.6822 2.1193
C 1.3772 -1.0032 2.3062
C -0.4284 -2.3656 3.4139
P 0.0938 -2.8207 0.6341
C -1.4781 -3.7449 0.6692
C -1.7682 -4.7628 1.5824
C -2.9962 -5.4059 1.5595
C -3.9607 -5.0382 0.6302
C -3.6911 -4.0268 -0.2795
C -2.4563 -3.3910 -0.2623
C 1.5156 -4.0412 0.6916
C 2.7624 -3.3549 0.1098
C 1.1144 -5.1785 -0.2588
C 1.8724 -4.6089 2.0675
H -1.0958 0.1081 2.5831
H -2.0101 -1.0366 1.5883
H -0.7253 -0.0582 0.8586
H 1.2741 -0.1767 3.0161
H 1.7550 -0.5933 1.3636
H 2.1249 -1.6889 2.7063
H -0.4542 -1.6210 4.2149
H 0.2519 -3.1567 3.7231
H -1.4304 -2.7841 3.3227
H -1.0423 -5.0562 2.3272
H -3.2031 -6.1951 2.2728
H -4.9201 -5.5421 0.6143
H -4.4362 -3.7378 -1.0092
H -2.2494 -2.6116 -0.9835
H 2.5744 -2.9430 -0.8808
H 3.5567 -4.1001 0.0128
H 3.1356 -2.5560 0.7488
H 0.7934 -4.7962 -1.2300
H 0.3082 -5.7898 0.1474
H 1.9817 -5.8225 -0.4284
H 2.2352 -3.8350 2.7449
H 2.6815 -5.3352 1.9421
H 1.0443 -5.1306 2.5450

The value obtained for the HOMO-LUMO gap is 7.57 eV. The calculation puts the HOMO energy at -0.4087 Eh. The net charge is +1.

no.,E_tot (eV)
1,-171092.605
2,-138129.237
3,-262787.572
4,-57433.637
5,-171929.702
6,-71784.784